No. 1
C34H33BF6O2 | ωB97M-V/def2-TZVPD

DFT total energy in eV: -56871.5523
Kohn-Sham gap in hartree: 0.2923
Charge: 0
Highest occupied orbital energy in hartree: -0.2923

Positions of all 76 atoms, in Å:
C -2.993 1.197 -1.798
C -1.726 1.840 -2.341
C -1.909 2.199 -3.796
C -1.197 2.992 -1.409
C -0.176 3.886 -2.154
C -2.237 3.815 -0.725
O -0.482 2.219 -0.364
B 0.191 1.394 -1.300
C 1.680 1.225 -1.334
C 2.244 0.810 -2.559
C 3.602 0.966 -2.768
C 4.400 1.497 -1.760
C 5.878 1.650 -2.029
F 6.528 2.179 -0.964
F 6.417 0.428 -2.309
F 6.088 2.462 -3.105
C 3.861 1.873 -0.537
C 2.495 1.736 -0.310
C -0.508 -0.904 0.497
C 0.145 -1.707 -0.451
C 1.451 -2.236 -0.150
C 1.934 -3.344 -0.819
C 1.228 -3.859 -1.929
C 0.047 -3.241 -2.363
C -0.459 -2.142 -1.698
O -0.657 0.822 -2.262
H -3.846 1.872 -1.931
H -3.199 0.268 -2.340
H -2.896 0.959 -0.736
H -2.682 2.972 -3.901
H -0.979 2.567 -4.241
H -2.225 1.315 -4.362
H -0.679 4.535 -2.879
H 0.339 4.527 -1.432
H 0.599 3.304 -2.674
H -2.842 4.337 -1.475
H -2.887 3.200 -0.097
H -1.761 4.565 -0.086
H 1.611 0.370 -3.340
H 4.028 0.689 -3.728
H 4.487 2.295 0.242
H 2.059 2.021 0.654
H 0.175 -0.111 1.093
H -1.528 -0.260 0.059
H 2.013 -1.798 0.676
H 2.835 -3.841 -0.471
H 1.607 -4.761 -2.447
H -0.498 -3.650 -3.218
H -1.328 -1.603 -2.066
F 2.992 -4.254 4.254
C 1.842 -4.991 4.175
F 2.078 -6.070 3.382
F 1.532 -5.434 5.429
C 0.742 -4.135 3.624
C 0.117 -4.470 2.424
C -0.832 -3.607 1.879
C -1.088 -2.345 2.476
C -1.847 -1.399 1.708
C -2.346 -0.132 2.271
C -3.671 0.323 2.056
C -3.967 1.660 2.296
C -2.969 2.533 2.745
C -1.686 2.061 3.046
C -1.395 0.720 2.876
C -0.605 -2.132 3.800
C 0.358 -2.989 4.322
H 0.393 -5.371 1.887
H -1.342 -3.884 0.945
H -2.501 -1.862 0.960
H -4.440 -0.374 1.724
H -4.968 2.030 2.110
H -3.189 3.600 2.867
H -0.903 2.730 3.379
H -0.412 0.319 3.114
H -0.965 -1.294 4.411
H 0.825 -2.763 5.276

No. 2
C34H33Br4CdN8O4S2 | ωB97M-V/def2-TZVPD

DFT total energy in eV: -362314.4940
Kohn-Sham gap in hartree: 0.2454
Charge: -1
Highest occupied orbital energy in hartree: -0.1634

Positions of all 86 atoms, in Å:
Cd 0.279 0.255 -0.289
Br 4.468 6.090 -0.198
C 2.949 4.961 -0.147
C 1.736 5.418 0.331
Br 1.563 7.198 0.958
C 0.627 4.548 0.351
Br -1.076 5.195 0.892
C 0.690 3.215 -0.068
O -0.339 2.413 -0.073
C 1.977 2.735 -0.536
O 2.076 1.492 -0.926
C 3.042 3.630 -0.594
Br 4.637 2.965 -1.387
C -5.171 -1.253 1.801
N -4.158 -0.215 1.726
C -4.285 0.949 0.973
C -3.199 1.702 1.201
N -2.415 0.989 2.102
C -3.018 -0.193 2.458
S -2.499 -1.289 3.624
C -1.171 1.433 2.636
C -1.178 2.494 3.521
C 0.026 2.901 4.069
C 1.179 2.220 3.724
C 1.082 1.180 2.814
N -0.069 0.803 2.262
H -6.119 -0.813 2.108
H -4.848 -1.986 2.536
H -5.276 -1.749 0.839
H -5.114 1.106 0.306
H -2.864 2.631 0.775
H -2.113 2.977 3.774
H 0.058 3.735 4.760
H 2.145 2.508 4.118
H 1.963 0.660 2.460
C 0.076 -7.484 2.355
C -0.509 -6.430 1.448
C -0.495 -6.598 0.065
C -1.018 -5.626 -0.778
C -1.551 -4.464 -0.234
C -1.576 -4.279 1.140
C -1.060 -5.263 1.970
S -2.263 -3.218 -1.284
O -2.521 -3.870 -2.550
O -3.384 -2.714 -0.535
N -1.174 -2.068 -1.349
C -0.323 -1.875 -2.394
C 0.068 -2.769 -3.424
C 0.935 -2.341 -4.396
C 1.458 -1.044 -4.367
C 1.110 -0.254 -3.299
N 0.262 -0.658 -2.341
H -0.243 -8.484 2.056
H -0.225 -7.326 3.391
H 1.168 -7.466 2.320
H -0.079 -7.508 -0.357
H -1.043 -5.769 -1.851
H -2.004 -3.372 1.550
H -1.089 -5.120 3.045
H -0.331 -3.770 -3.440
H 1.226 -3.026 -5.185
H 2.135 -0.677 -5.124
H 1.533 0.731 -3.154
C 5.622 -0.701 1.812
C 5.076 0.006 0.587
N 3.631 -0.064 0.623
C 2.966 -1.201 0.993
N 1.688 -1.251 0.788
C 0.951 -2.418 1.281
C 1.790 -3.673 1.148
C 3.062 -3.475 1.941
N 3.679 -2.189 1.619
C 5.122 -2.130 1.803
H 5.261 -0.188 2.708
H 6.712 -0.687 1.820
H 5.487 -0.454 -0.321
H 5.361 1.056 0.575
H 3.099 0.532 -0.027
H 0.034 -2.516 0.705
H 0.649 -2.267 2.325
H 2.027 -3.829 0.090
H 1.252 -4.551 1.507
H 3.789 -4.260 1.717
H 2.849 -3.525 3.014
H 5.624 -2.692 1.004
H 5.356 -2.633 2.744

No. 3
C34H33F3IrN7OS2 | ωB97M-V/def2-TZVPD

DFT total energy in eV: -80926.0950
Kohn-Sham gap (spin up / spin down) in hartree: 0.2099 / 0.1983
Charge: +1
2S+1: 2
Highest occupied orbital energy (spin up / spin down) in hartree: -0.3696 / -0.3697

Positions of all 81 atoms, in Å:
Ir 0.489 -0.143 -0.109
C -2.742 -1.616 -2.116
C -2.752 -0.951 -0.777
N -1.907 -1.320 0.137
N -2.178 -1.304 1.434
C -1.455 -0.866 2.389
S -0.112 0.218 2.288
S -1.990 -1.223 4.044
C -2.600 -2.941 3.851
C -1.480 -3.915 4.071
C -0.686 -4.328 3.004
C 0.373 -5.200 3.218
C 0.651 -5.668 4.494
C -0.139 -5.261 5.559
C -1.191 -4.384 5.348
C -3.602 0.203 -0.537
C -4.926 0.321 -0.936
C -5.666 1.442 -0.595
C -5.070 2.509 0.112
C -3.756 2.463 0.465
C -2.943 1.327 0.122
O -1.701 1.347 0.300
H -2.153 -2.528 -2.082
H -2.335 -0.954 -2.885
H -3.764 -1.857 -2.413
H -3.017 -3.000 2.849
H -3.385 -3.049 4.597
H -0.905 -3.960 2.007
H 0.990 -5.515 2.387
H 1.477 -6.349 4.655
H 0.067 -5.626 6.556
H -1.798 -4.058 6.185
H -5.402 -0.502 -1.453
H -6.719 1.489 -0.839
H -5.670 3.369 0.381
H -3.273 3.287 0.973
C -0.120 -2.823 -5.440
C 0.127 -3.217 -4.134
C 0.310 -2.269 -3.143
C 0.255 -0.916 -3.454
C 0.009 -0.520 -4.774
C -0.182 -1.469 -5.756
N 0.450 0.028 -2.425
N 0.570 1.210 -2.781
C 0.749 2.184 -1.820
C 0.977 3.486 -2.230
C 1.149 4.472 -1.276
C 1.095 4.118 0.061
C 0.908 2.788 0.396
N 0.730 1.840 -0.524
H -0.263 -3.568 -6.211
H 0.164 -4.270 -3.889
H 0.500 -2.559 -2.120
H -0.036 0.537 -4.991
H -0.381 -1.160 -6.772
H 1.047 3.685 -3.290
H 1.342 5.496 -1.565
H 1.216 4.852 0.845
H 0.916 2.467 1.426
F 3.151 -1.218 0.331
C 2.513 -0.047 0.124
F 2.849 0.733 1.172
F 3.114 0.495 -0.966
N 0.666 -2.120 0.167
C 1.118 -3.177 0.092
N 1.573 -4.394 -0.005
C 0.709 -5.483 -0.488
C 1.361 -6.158 -1.687
C 2.763 -6.638 -1.315
C 3.614 -5.442 -0.883
C 2.975 -4.724 0.299
H -0.267 -5.069 -0.740
H 0.575 -6.209 0.319
H 1.434 -5.444 -2.512
H 0.733 -6.991 -2.009
H 3.226 -7.134 -2.168
H 2.700 -7.364 -0.499
H 3.719 -4.748 -1.721
H 4.613 -5.767 -0.591
H 3.503 -3.803 0.534
H 2.995 -5.373 1.180

No. 4
C34H33F6N6 | ωB97M-V/def2-TZVPD

DFT total energy in eV: -61031.3361
Kohn-Sham gap in hartree: 0.2044
Charge: +1
Highest occupied orbital energy in hartree: -0.3773

Positions of all 79 atoms, in Å:
F 3.311 -2.930 4.435
C 1.981 -3.217 4.421
F 1.713 -3.920 3.270
F 1.732 -4.079 5.466
C 1.094 -2.009 4.505
N -0.294 -2.420 4.275
C -1.132 -2.551 5.409
C -1.878 -1.453 5.874
C -2.604 -1.563 7.056
C -2.571 -2.758 7.787
C -1.826 -3.849 7.329
C -1.134 -3.754 6.126
C -0.790 -2.510 2.995
C -1.760 -3.500 2.703
C -2.202 -3.661 1.409
C -1.817 -2.753 0.381
C -2.360 -2.907 -0.922
C -2.549 -1.856 -1.856
C -2.681 -2.159 -3.244
C -2.879 -1.172 -4.178
C -2.951 0.182 -3.765
N -3.005 1.193 -4.691
C -2.380 1.039 -6.007
C -0.908 1.330 -5.929
F -0.207 0.873 -7.006
F -0.678 2.684 -5.830
F -0.357 0.761 -4.806
C -3.602 2.443 -4.394
C -2.795 3.473 -3.898
C -3.358 4.707 -3.585
C -4.732 4.900 -3.751
C -5.540 3.880 -4.272
C -4.973 2.656 -4.613
C -2.920 0.501 -2.388
C -2.682 -0.490 -1.458
C -0.873 -1.732 0.710
C -0.346 -1.633 1.982
H 1.171 -1.606 5.517
H 1.429 -1.299 3.744
H -1.859 -0.532 5.289
H -3.189 -0.712 7.408
H -3.131 -2.836 8.718
H -1.779 -4.777 7.904
H -0.571 -4.594 5.723
H -2.118 -4.143 3.510
H -2.889 -4.469 1.160
H -2.721 -3.898 -1.205
H -2.608 -3.203 -3.559
H -3.003 -1.411 -5.235
H -2.493 0.020 -6.383
H -2.818 1.783 -6.676
H -1.733 3.276 -3.760
H -2.716 5.503 -3.205
H -5.180 5.854 -3.476
H -6.610 4.035 -4.411
H -5.563 1.839 -5.032
H -3.039 1.542 -2.072
H -2.613 -0.224 -0.405
H -0.539 -1.026 -0.050
H 0.374 -0.850 2.233
N -5.018 -5.209 -4.731
N -3.942 -5.458 -4.416
N -2.778 -5.511 -3.986
C -2.150 -6.795 -4.270
C -0.727 -6.753 -3.718
C -0.029 -8.118 -3.927
C 0.857 -8.306 -2.682
C 0.335 -7.295 -1.631
N -0.653 -6.517 -2.327
H -2.677 -7.644 -3.788
H -2.075 -7.010 -5.353
H -0.179 -5.975 -4.297
H -0.812 -8.888 -3.952
H 0.519 -8.129 -4.874
H 0.788 -9.331 -2.307
H 1.898 -8.082 -2.937
H -0.125 -7.833 -0.785
H 1.161 -6.694 -1.211
H -1.040 -5.682 -1.906

No. 5
C34H34Cl2FeN13O2SbSe4 | ωB97M-V/def2-TZVPD

DFT total energy in eV: -386634.9952
Kohn-Sham gap (spin up / spin down) in hartree: 0.1992 / 0.1991
Charge: -2
2S+1: 5
Highest occupied orbital energy (spin up / spin down) in hartree: -0.0657 / -0.0656

Positions of all 91 atoms, in Å:
Fe -0.114 1.120 -0.010
N -0.483 0.379 4.305
C -0.606 0.366 2.979
N 0.349 1.100 2.435
C 1.046 1.539 3.527
N 0.562 1.126 4.682
C 2.228 2.414 3.483
C 2.847 2.812 4.676
N 3.910 3.599 4.702
C 4.369 4.001 3.514
C 3.758 3.619 2.335
N 2.688 2.829 2.309
H -1.125 -0.021 4.970
H -1.410 -0.146 2.476
H 2.448 2.467 5.621
H 5.243 4.641 3.511
H 4.141 3.947 1.373
C -3.238 0.262 -2.609
N -3.278 1.714 -2.976
C -4.431 2.381 -2.306
C -1.995 2.458 -2.648
C -0.800 1.719 -3.167
C -0.648 1.656 -4.557
C 0.331 0.858 -5.126
C 1.160 0.136 -4.281
C 1.019 0.238 -2.899
C 0.042 1.024 -2.262
H -4.191 -0.182 -2.883
H -3.085 0.180 -1.537
H -2.409 -0.207 -3.134
H -3.392 1.742 -3.987
H -4.290 2.327 -1.225
H -5.350 1.856 -2.555
H -4.478 3.420 -2.625
H -1.972 2.482 -1.560
H -2.132 3.470 -3.036
H -1.302 2.244 -5.203
H 0.451 0.804 -6.202
H 1.930 -0.504 -4.703
H 1.713 -0.314 -2.275
Cl 4.187 1.777 -1.217
C 4.230 0.610 0.128
Cl 5.205 -0.806 -0.340
C 2.830 0.134 0.653
O 2.915 -0.549 1.662
O 1.830 0.401 -0.066
H 4.757 1.093 0.942
C 1.444 -2.763 -0.795
C -0.003 -2.602 -0.494
N -0.537 -1.732 0.325
C -1.891 -1.992 0.339
C -2.186 -3.017 -0.494
N -0.970 -3.410 -1.034
C -0.772 -4.527 -1.898
N -0.030 -5.595 -1.235
N 0.863 -6.317 -1.933
N 1.389 -7.207 -1.173
C 0.841 -7.074 0.082
C 1.087 -7.780 1.265
C 0.390 -7.391 2.383
C -0.528 -6.319 2.347
C -0.785 -5.613 1.196
C -0.083 -6.027 0.056
H 1.949 -1.855 -0.484
H 1.621 -2.929 -1.860
H 1.873 -3.603 -0.243
H -2.574 -1.414 0.931
H -3.123 -3.460 -0.782
H -0.197 -4.275 -2.788
H -1.756 -4.888 -2.198
H 1.805 -8.589 1.285
H 0.553 -7.905 3.322
H -1.035 -6.032 3.259
H -1.466 -4.771 1.182
N -0.089 6.712 3.420
C 0.182 6.040 2.528
C 0.585 5.232 1.409
C 1.604 5.681 0.569
C 1.988 4.888 -0.490
C 1.352 3.668 -0.675
N 0.380 3.240 0.126
C -0.008 4.000 1.149
H 2.078 6.635 0.763
H 2.775 5.197 -1.163
H 1.613 2.996 -1.483
H -0.822 3.603 1.749
Se -5.569 -0.997 -0.329
Sb -4.763 0.520 1.401
Se -2.449 1.500 0.611
Se -6.057 2.580 1.486
Se -4.140 -0.626 3.473

Calculated energy above the lowest of the compared OMol25 structures with the same formula, charge and spin (eV), listed in the same order as above: 2.337 0.059 2.020 0.000 0.046